Record 1
Computed, not measured: 2 unconnected molecules or ions with the total composition C16H17N, with wB97M-V/def2-TZVPD.

Each line ends with the Mulliken charge.
Geometry (Å):
C  -1.458  2.634  0.796  -1.071
C  -2.086  0.338  0.063  -0.998
C  -1.680  1.201  1.108  0.783
C  -1.549  -0.998  1.880  0.569
C  -1.200  0.364  2.200  0.362
C  -1.376  -2.176  2.669  -1.077
C  -0.361  0.455  3.385  -0.601
C  -0.595  -1.810  3.743  0.046
C  0.046  -0.638  4.044  -0.857
N  -1.998  -0.975  0.487  -0.100
H  -2.531  0.601  -0.835  0.583
H  -2.377  -1.842  0.224  0.206
H  -2.256  3.341  1.213  0.280
H  -1.181  2.799  -0.368  0.098
H  -1.826  -3.152  2.587  0.343
H  -0.101  1.391  3.501  0.589
H  -0.421  -2.699  4.484  0.177
H  0.716  -0.684  4.937  0.311
H  -0.794  3.145  1.522  0.354
C  0.452  1.729  -3.198  -1.290
C  2.598  -1.760  -2.191  -0.392
C  1.415  -1.813  -2.970  -0.724
C  3.062  -0.681  -1.447  -0.610
C  0.725  -0.670  -3.019  -0.223
C  2.352  0.559  -1.703  -0.387
C  1.230  0.600  -2.521  0.705
H  2.956  -2.712  -1.881  0.314
H  1.109  -2.713  -3.458  0.425
H  3.897  -0.690  -0.758  0.404
H  -0.219  -0.664  -3.491  0.422
H  2.680  1.353  -1.114  0.417
H  -0.551  1.886  -2.657  0.163
H  0.370  1.564  -4.226  0.436
H  0.955  2.714  -3.006  0.342

Properties
orbital gap: 8.41 eV
spin multiplicity: 1
SMILES string: Cc1c[nH]c2ccccc12.Cc1ccccc1
E_LUMO: 0.835 eV
ΔE to the lowest compared entry with this formula, charge and spin: 83.9 kcal/mol
E: -18354.7039 eV

Record 2
Computed, not measured: a single C6H6O molecule, with wB97M-V/def2-TZVPD.

Each line ends with the Mulliken spin population.
Geometry (Å):
C  -0.404  -0.163  -1.183  0.987
C  -0.958  -1.431  -1.106  0.688
C  -0.390  1.164  -0.495  -0.196
C  0.603  -1.246  -1.061  0.222
C  0.122  -1.070  0.262  0.185
C  0.136  0.442  0.767  0.092
O  -0.668  0.617  1.918  0.020
H  0.347  1.862  -1.071  -0.007
H  -1.355  1.422  -0.394  0.020
H  1.499  -1.480  -1.700  -0.018
H  -0.090  -1.906  0.842  0.017
H  1.250  0.663  0.734  -0.009
H  -0.093  1.125  2.487  -0.003

Properties
orbital gap (alpha / beta): 6.18 / 7.68 eV
<S²>: 2.007
spin multiplicity: 3
E_LUMO (alpha / beta): 0.733 / -2.054 eV
ΔE to the lowest compared entry with this formula, charge and spin: 83.7 kcal/mol
E: -8356.0999 eV

Record 3
Computed, not measured: 2 unconnected molecules or ions with the total composition C5H4Cl3NO, with wB97M-V/def2-TZVPD.

Each line ends with the Mulliken charge.
Geometry (Å):
C  1.058  -1.535  -0.086  -0.045
C  2.041  1.425  0.273  0.144
C  -2.296  0.187  -0.168  -1.198
C  -0.035  -0.747  -0.526  -0.075
C  -1.075  -0.585  0.307  0.931
N  2.051  -2.075  -0.214  -0.399
O  0.916  1.695  0.265  -0.311
Cl  0.254  -0.341  -2.203  -0.114
Cl  2.791  0.379  1.544  -0.170
Cl  -0.814  -1.297  1.877  -0.145
H  2.930  1.715  -0.285  0.358
H  -2.585  0.915  0.631  0.290
H  -3.141  -0.394  -0.297  0.397
H  -2.095  0.658  -1.118  0.337

Properties
orbital gap: 10.01 eV
spin multiplicity: 1
SMILES string: C/C(Cl)=C(\Cl)C#N.O=CCl
E_LUMO: 0.342 eV
ΔE to the lowest compared entry with this formula, charge and spin: 6.4 kcal/mol
E: -46352.6872 eV

Record 4
Computed, not measured: 2 unconnected molecules or ions with the total composition C5H15NP, with wB97M-V/def2-TZVPD.

Each line ends with the Mulliken charge.
Geometry (Å):
C  -1.777  0.923  -0.169  -1.336
C  1.715  1.665  0.353  -1.669
C  -1.368  -1.836  -0.610  -0.950
C  -0.789  0.226  0.542  -0.472
C  1.238  0.430  -0.385  0.236
N  -1.091  -1.212  0.760  -0.131
P  2.212  -1.034  0.035  -0.228
H  -2.708  1.011  0.331  0.396
H  -1.687  0.691  -1.252  0.418
H  -1.483  2.032  -0.173  0.339
H  2.496  1.938  -0.295  0.560
H  2.166  1.555  1.311  0.451
H  1.093  2.647  0.280  0.280
H  -1.548  -2.860  -0.447  0.387
H  -2.297  -1.507  -0.985  0.398
H  -0.505  -1.602  -1.201  0.367
H  -0.626  0.692  1.452  0.531
H  1.016  0.759  -1.424  0.441
H  -1.867  -1.439  1.392  0.405
H  -0.298  -1.770  1.129  0.360
H  3.486  -0.255  0.648  0.124
H  2.623  -1.055  -1.292  0.094

Properties
orbital gap: 9.80 eV
charge: +1
spin multiplicity: 1
E_LUMO: -3.102 eV
ΔE to the lowest compared entry with this formula, charge and spin: 79.3 kcal/mol
E: -16196.6747 eV